{"formula": "C21H25F5N2O7S2SiTi", "method": "ωB97M-V with the def2-TZVPD basis set", "symbols": ["Ti", "N", "C", "O", "C", "C", "H", "H", "H", "H", "H", "H", "O", "C", "C", "C", "C", "C", "C", "C", "O", "N", "O", "O", "H", "H", "H", "H", "C", "Si", "C", "C", "O", "H", "H", "H", "H", "H", "H", "H", "H", "H", "C", "S", "C", "O", "H", "H", "H", "H", "H", "H", "F", "C", "C", "F", "C", "F", "C", "S", "C", "F", "C", "F"], "coordinates": [[0.09075, 0.00935, 0.16164], [-1.16193, 0.60879, 4.13007], [-0.47755, 0.38802, 3.00272], [-1.05415, -0.05066, 1.99560], [0.97821, 0.75205, 2.92672], [1.57176, 0.11488, 1.68346], [-2.10698, 0.26605, 4.17345], [-0.66181, 0.75352, 4.98761], [1.47425, 0.49346, 3.86724], [1.00330, 1.84349, 2.83965], [1.91630, -0.90338, 1.86889], [2.40044, 0.69546, 1.27869], [-0.29414, -1.88846, 0.08275], [0.11656, -2.76056, -0.80747], [1.13220, -2.52309, -1.76028], [1.51327, -3.55056, -2.63861], [2.49493, -3.34260, -3.57494], [3.14432, -2.11472, -3.70426], [2.78411, -1.09380, -2.85166], [1.80126, -1.26312, -1.87461], [1.50145, -0.24799, -1.08867], [2.87057, -4.44388, -4.46438], [2.31397, -5.52010, -4.32463], [3.71291, -4.23062, -5.31983], [-0.37490, -3.73158, -0.80221], [1.02880, -4.51609, -2.58108], [3.90369, -1.98392, -4.45997], [3.25211, -0.11979, -2.91891], [0.69952, 3.48812, -2.04643], [0.22919, 3.37426, -0.25100], [1.70852, 3.89724, 0.77840], [-1.21932, 4.50161, 0.12866], [-0.17664, 1.84934, 0.17322], [0.81288, 4.53481, -2.34976], [-0.04600, 3.00586, -2.68136], [1.64952, 2.97306, -2.21816], [2.06413, 4.88169, 0.45546], [2.53157, 3.18785, 0.65526], [1.46607, 3.96603, 1.84279], [-1.26174, 5.35523, -0.55423], [-1.17515, 4.88704, 1.15158], [-2.15182, 3.94105, 0.01940], [1.47057, -4.45522, 3.80863], [0.60095, -3.13745, 2.95191], [-0.84169, -4.07635, 2.47096], [0.14799, -2.21727, 4.04740], [0.85669, -4.79154, 4.64484], [2.40048, -4.02417, 4.17628], [1.68731, -5.27572, 3.12312], [-0.54461, -4.87102, 1.78482], [-1.48937, -3.36862, 1.95401], [-1.32427, -4.47605, 3.36326], [-5.63357, 3.70778, -0.49348], [-4.63792, 2.92776, -0.95286], [-3.99081, 3.23388, -2.12961], [-4.36331, 4.32771, -2.81856], [-2.96509, 2.42912, -2.59613], [-2.38644, 2.78887, -3.75361], [-2.53091, 1.28667, -1.92294], [-1.23297, 0.27271, -2.45591], [-3.22635, 1.01567, -0.74177], [-2.88214, -0.07063, -0.03244], [-4.24720, 1.80353, -0.25381], [-4.87175, 1.48701, 0.89505]], "forces_ev_per_a": [[0.1, 0.4, -0.6], [-0.1, 0.1, 0.1], [0.1, -0.1, -0.2], [0.1, -0.1, -0.1], [-0.1, 0.1, 0.0], [0.0, 0.0, -0.1], [0.0, 0.0, 0.0], [0.0, 0.0, 0.0], [0.0, 0.0, 0.0], [0.0, 0.0, 0.0], [0.0, 0.0, 0.0], [0.0, 0.0, 0.0], [0.0, 0.2, -0.1], [0.0, 0.1, 0.1], [-0.1, 0.0, 0.1], [-0.1, -0.2, 0.0], [0.1, -0.1, -0.1], [0.1, -0.1, -0.1], [0.1, 0.1, 0.0], [0.0, 0.1, 0.1], [-0.2, -0.1, 0.3], [-0.2, 0.2, 0.0], [0.0, 0.0, 0.1], [0.1, 0.0, 0.0], [0.0, 0.0, 0.0], [0.0, 0.0, 0.0], [0.0, 0.0, 0.0], [0.0, 0.0, 0.0], [0.1, 0.0, -0.1], [-0.1, -0.1, 0.0], [0.1, 0.1, 0.0], [-0.1, 0.1, 0.0], [0.1, -0.5, 0.2], [0.0, -0.1, 0.0], [0.0, 0.0, 0.0], [0.0, 0.0, 0.0], [0.0, 0.0, 0.0], [0.0, 0.0, 0.0], [0.0, 0.0, 0.0], [0.0, 0.0, 0.0], [0.0, 0.0, 0.0], [0.0, 0.0, 0.0], [0.0, -0.1, 0.0], [0.0, 0.2, 0.3], [-0.1, 0.0, -0.1], [0.1, -0.1, -0.2], [0.0, 0.0, 0.0], [0.0, 0.0, 0.0], [0.0, 0.0, 0.0], [0.0, 0.0, 0.0], [0.0, 0.0, 0.0], [0.0, 0.0, 0.0], [0.0, 0.0, 0.0], [-0.2, 0.1, 0.1], [0.1, 0.1, -0.2], [0.0, -0.1, 0.0], [0.0, 0.1, -0.1], [0.0, 0.0, 0.0], [0.0, -0.1, 0.0], [0.0, -0.1, 0.2], [0.0, 0.0, 0.0], [-0.1, 0.0, 0.1], [0.0, -0.2, 0.1], [0.0, 0.0, 0.0]], "mulliken_charge": [0.458, -0.353, 0.506, -0.411, -0.614, -0.860, 0.276, 0.225, 0.480, 0.060, 0.503, 0.583, -0.235, -0.863, 1.425, -0.681, -0.303, -0.571, -0.653, -0.051, -0.194, 1.019, -0.646, -0.658, 0.247, 0.515, 0.483, 0.406, -0.966, 0.755, -1.256, -0.988, -0.416, 0.427, 0.237, 0.209, 0.431, 0.258, 0.284, 0.316, 0.344, 0.057, -1.181, 0.859, -1.022, -0.733, 0.333, 0.345, 0.374, 0.372, 0.126, 0.471, -0.356, 0.726, 0.262, -0.345, 0.148, -0.440, 0.307, -0.353, 0.134, -0.430, -0.017, -0.364], "total_charge": -1, "e_tot_ev": -105750.09827, "e_homo_ha": [-0.1256, -0.1591], "spin_multiplicity": 2, "orbital_gap_ev": [5.395, 6.304], "de_lowest_ev": 0.8171}